Computed, not measured: a 5-piece molecular cluster, C12H35FO4PS overall at a distorted geometry, with ωB97M-V with the def2-TZVPD basis set.

Values from the calculation:
Charge   +1
Energy   -44030.896 eV
Orbital gap   6.237 eV
Max |F|   3.215 eV Å⁻¹
HOMO   -12.07 eV

Last column: natural (NBO) charge in e.
Positions of all 54 atoms, in Å:
C: -0.419 -2.319 2.570  -0.626
C: 0.796 -2.974 1.624  -0.716
P: 1.991 -1.534 1.241  0.736
C: 1.733 -0.795 -0.501  -0.746
C: 1.955 0.852 -0.356  -0.643
S: 4.039 -2.013 1.653  0.601
F: 4.505 -0.866 2.889  -0.433
H: -1.380 -2.986 2.599  0.258
H: -0.635 -1.243 2.103  0.235
H: 0.078 -2.121 3.613  0.228
H: 0.304 -3.458 0.676  0.277
H: 1.256 -3.844 2.269  0.261
H: 2.490 -1.163 -1.316  0.270
H: 0.647 -0.962 -0.950  0.334
H: 1.040 1.455 -0.779  0.241
H: 2.990 1.153 -0.812  0.256
H: 2.000 1.090 0.812  0.218
H: 4.181 -3.268 2.307  0.226
C: 7.577 -0.027 -0.029  -0.629
C: 6.890 1.304 0.192  -0.065
O: 5.605 1.293 -0.414  -0.714
H: 7.679 -0.235 -1.099  0.220
H: 8.571 -0.034 0.428  0.225
H: 6.987 -0.844 0.399  0.175
H: 7.471 2.115 -0.256  0.193
H: 6.773 1.513 1.260  0.159
H: 5.094 0.575 -0.003  0.438
C: -3.378 -1.326 -1.164  -0.635
C: -2.629 -0.731 0.010  -0.068
O: -1.267 -0.525 -0.337  -0.771
H: -2.929 -2.278 -1.465  0.198
H: -4.428 -1.494 -0.912  0.243
H: -3.327 -0.662 -2.033  0.211
H: -2.664 -1.407 0.869  0.173
H: -3.064 0.228 0.308  0.192
H: -1.247 0.083 -1.095  0.473
C: -6.460 0.261 -4.614  -0.633
C: -6.687 -0.526 -3.340  -0.062
O: -5.879 -0.003 -2.296  -0.735
H: -5.406 0.218 -4.910  0.208
H: -7.072 -0.133 -5.430  0.219
H: -6.706 1.317 -4.466  0.200
H: -6.419 -1.577 -3.486  0.177
H: -7.735 -0.478 -3.031  0.163
H: -6.131 0.927 -2.169  0.466
C: -0.345 3.837 1.992  -0.633
C: -1.068 2.687 2.661  -0.061
O: -1.683 1.865 1.680  -0.727
H: -1.042 4.436 1.397  0.220
H: 0.131 4.484 2.735  0.221
H: 0.422 3.466 1.305  0.187
H: -1.848 3.062 3.330  0.188
H: -0.376 2.076 3.247  0.148
H: -0.981 1.530 1.096  0.458



Computed, not measured: C12H35LiN3O4 as an isolated structure at a distorted geometry, with ωB97M-V with the def2-TZVPD basis set.

Values from the calculation:
Multiplicity   2
Charge   0
Energy   -25873.747 eV
<S²>   0.750
Orbital gap (spin up / spin down)   2.810 / 9.948 eV
Max |F|   3.661 eV Å⁻¹
HOMO (spin up / spin down)   -2.64 / -9.78 eV

Last column: natural (NBO) charge in e.
Positions of all 55 atoms, in Å:
Li: -0.281 0.010 0.259  0.379
O: -0.583 1.160 2.080  -1.214
H: 0.005 1.913 2.139  0.392
H: -0.727 0.896 2.988  0.447
C: -2.506 1.999 -1.113  -0.630
C: -1.268 2.178 -1.872  -0.074
C: -1.079 3.583 -2.500  -0.070
O: -2.066 3.647 -3.553  -0.543
C: -1.819 4.714 -4.392  -0.244
N: -0.235 1.915 -0.914  -0.886
H: -3.342 2.089 -1.806  0.221
H: -2.740 2.758 -0.367  0.220
H: -2.755 0.996 -0.765  0.223
H: -1.241 1.387 -2.622  0.184
H: -0.071 3.642 -2.912  0.169
H: -1.301 4.345 -1.754  0.182
H: -0.916 4.502 -4.965  0.161
H: -1.758 5.667 -3.867  0.163
H: -2.667 4.881 -5.056  0.190
H: -0.315 2.440 -0.055  0.371
H: 0.633 2.352 -1.191  0.360
C: 3.585 -0.378 0.590  -0.608
C: 2.793 -1.314 1.540  -0.076
C: 3.351 -1.411 2.959  -0.073
O: 2.588 -2.417 3.716  -0.566
C: 2.680 -2.391 5.150  -0.257
N: 1.429 -0.795 1.540  -0.886
H: 3.283 -0.319 -0.456  0.215
H: 4.622 -0.712 0.614  0.202
H: 3.531 0.625 1.012  0.213
H: 2.939 -2.289 1.076  0.185
H: 3.185 -0.496 3.528  0.174
H: 4.415 -1.638 2.889  0.175
H: 2.800 -1.356 5.467  0.172
H: 3.390 -3.017 5.690  0.174
H: 1.718 -2.654 5.591  0.188
H: 0.912 -1.321 2.230  0.371
H: 1.589 -0.034 2.184  0.366
C: -0.447 -3.226 -2.360  -0.617
C: -0.774 -1.938 -1.644  -0.078
C: -1.722 -2.302 -0.427  -0.070
O: -2.001 -1.093 0.262  -0.602
C: -3.090 -1.070 1.120  -0.250
N: 0.489 -1.398 -1.282  -0.866
H: 0.192 -3.137 -3.238  0.213
H: -1.349 -3.756 -2.665  0.208
H: 0.146 -3.808 -1.654  0.202
H: -1.194 -1.181 -2.307  0.203
H: -1.192 -2.820 0.373  0.183
H: -2.641 -2.862 -0.600  0.198
H: -3.500 -0.072 1.274  0.213
H: -2.787 -1.545 2.053  0.181
H: -3.942 -1.650 0.765  0.169
H: 1.069 -1.268 -2.098  0.376
H: 0.963 -2.028 -0.651  0.367



Computed, not measured: a 3-piece molecular cluster, C12H35N3O6PS overall, with ωB97M-V with the def2-TZVPD basis set.

Values from the calculation:
Energy relative to the best compared isomer or geometry (same formula, charge and spin)   0.0000 eV
Charge   +1
Energy   -49882.979 eV
Orbital gap   7.707 eV
Max |F|   0.733 eV Å⁻¹
HOMO   -11.30 eV

Last column: natural (NBO) charge in e.
Positions of all 58 atoms, in Å:
O: 2.994 2.455 -0.670  -0.986
P: 2.775 3.487 -1.894  1.550
O: 3.370 2.608 -3.120  -0.992
N: 0.943 3.095 -2.230  -0.975
S: 0.515 1.700 -3.277  0.245
H: 3.082 1.539 -0.978  0.514
H: 4.335 2.537 -3.066  0.530
H: 0.504 3.932 -2.619  0.441
H: 0.453 2.913 -1.324  0.490
H: 0.625 0.833 -2.256  0.135
C: -2.227 -0.693 3.337  -0.253
O: -2.138 0.592 3.924  -0.555
C: -0.932 0.800 4.648  -0.071
C: -0.033 1.782 3.927  -0.242
N: 0.464 1.211 2.678  -0.635
C: 1.186 2.148 1.839  -0.244
C: 0.427 3.311 1.224  -0.084
O: -0.496 2.895 0.213  -0.605
C: -1.802 2.541 0.673  -0.246
H: -3.198 -0.764 2.849  0.193
H: -1.445 -0.813 2.583  0.167
H: -2.147 -1.489 4.083  0.176
H: -0.405 -0.148 4.789  0.179
H: -1.192 1.196 5.632  0.195
H: 0.822 2.022 4.566  0.200
H: -0.605 2.708 3.778  0.165
H: -0.313 0.823 2.154  0.366
H: 1.622 1.587 1.012  0.187
H: 2.021 2.556 2.419  0.205
H: 1.145 3.956 0.706  0.170
H: -0.058 3.936 1.979  0.194
H: -2.078 3.145 1.537  0.192
H: -1.858 1.483 0.934  0.190
H: -2.500 2.740 -0.139  0.195
C: -1.355 -2.883 -4.305  -0.245
O: -1.132 -3.720 -3.193  -0.556
C: 0.196 -4.221 -3.087  -0.071
C: 0.831 -3.734 -1.804  -0.243
N: 1.021 -2.287 -1.844  -0.638
C: 1.435 -1.702 -0.578  -0.219
C: 0.433 -1.709 0.566  -0.100
O: -0.702 -0.897 0.299  -0.577
C: -1.801 -1.536 -0.333  -0.249
H: -2.415 -2.634 -4.315  0.199
H: -0.772 -1.953 -4.246  0.145
H: -1.103 -3.384 -5.244  0.180
H: 0.790 -3.912 -3.952  0.179
H: 0.154 -5.313 -3.073  0.195
H: 1.802 -4.219 -1.674  0.202
H: 0.186 -4.050 -0.973  0.173
H: 0.142 -1.872 -2.131  0.349
H: 1.693 -0.648 -0.757  0.151
H: 2.356 -2.194 -0.252  0.206
H: 0.917 -1.270 1.443  0.208
H: 0.120 -2.722 0.840  0.180
H: -1.863 -2.590 -0.055  0.186
H: -1.753 -1.468 -1.424  0.165
H: -2.708 -1.031 0.000  0.193